Below is a cluster of 13 separate species, C68H135N13O6 in total, with properties calculated with ωB97M-V/def2-TZVPD.

Last column: Mulliken charge in e.
Geometry (Å):
C: 3.19 2.95 5.83  -1.6922
C: 1.84 2.76 6.59  1.8821
C: 1.18 1.41 6.05  -1.1782
C: -0.14 1.16 6.73  -0.1578
C: 0.22 0.91 8.19  -1.4983
C: 1.00 2.07 8.86  1.9160
N: 2.12 2.55 8.01  -0.0316
O: 2.52 3.86 8.54  -0.5233
C: -0.06 3.07 9.37  -1.5197
C: 1.63 1.50 10.18  -1.9451
C: 0.89 3.90 6.25  -1.6137
H: 3.93 2.14 6.03  0.3583
H: 3.70 3.85 6.12  0.5066
H: 2.95 3.02 4.75  0.1493
H: 1.02 1.53 5.01  -0.0363
H: 1.89 0.62 6.34  0.5891
H: -0.54 0.21 6.37  0.2187
H: -0.88 1.99 6.52  0.1313
H: 0.84 0.00 8.11  0.3404
H: -0.56 0.60 8.89  0.5332
H: -0.60 3.49 8.54  0.3288
H: -0.82 2.57 9.99  0.4157
H: 0.30 3.93 9.96  0.3044
H: 2.55 1.00 9.94  0.4918
H: 1.99 2.39 10.80  0.3385
H: 0.99 0.83 10.72  0.3740
H: 1.15 4.95 6.50  0.2981
H: -0.08 3.85 6.75  0.2670
H: 0.77 3.95 5.18  0.3716
H: 3.32 3.65 9.07  0.3473
C: 3.16 4.62 -5.64  -2.1778
C: 2.42 4.46 -4.32  1.9286
C: 2.88 5.57 -3.37  -1.5367
C: 1.96 5.72 -2.09  0.3101
C: 0.56 6.12 -2.61  -1.4412
C: -0.05 5.00 -3.43  2.2767
N: 0.94 4.64 -4.47  0.0470
O: 0.42 3.63 -5.26  -0.4214
C: -0.41 3.80 -2.57  0.3341
C: -1.29 5.59 -4.05  -1.8962
C: 2.89 3.10 -3.68  -1.9717
H: 3.00 5.70 -5.92  0.4426
H: 2.73 3.99 -6.33  0.4510
H: 4.22 4.42 -5.54  0.3418
H: 3.95 5.41 -3.08  0.4133
H: 3.03 6.47 -3.89  0.4994
H: 2.45 6.47 -1.44  0.3943
H: 1.99 4.74 -1.53  -0.3704
H: 0.74 6.94 -3.35  0.3594
H: -0.13 6.47 -1.84  0.4161
H: -1.39 3.93 -2.03  -0.0711
H: -0.57 2.90 -3.23  -0.3690
H: 0.31 3.55 -1.79  -0.5176
H: -2.01 5.96 -3.32  0.3555
H: -1.00 6.46 -4.75  0.3949
H: -1.87 4.83 -4.71  0.1428
H: 3.94 3.03 -3.70  0.7562
H: 2.71 2.24 -4.30  0.7708
H: 2.56 2.95 -2.60  -0.0957
H: 0.48 2.80 -4.76  0.1593
C: -3.65 1.09 -4.87  -1.3561
C: -3.49 -0.17 -5.73  1.8457
C: -3.05 0.20 -7.17  -1.5123
C: -1.55 0.71 -7.31  -0.4093
C: -0.64 -0.33 -6.73  -1.4205
C: -0.94 -0.69 -5.34  2.3733
N: -2.38 -1.09 -5.23  -0.2643
O: -2.68 -1.33 -3.81  -0.1257
C: -0.16 -1.93 -4.92  -2.6779
C: -0.62 0.46 -4.36  -2.3247
C: -4.71 -1.12 -5.83  -1.5989
H: -3.20 0.95 -3.89  0.0392
H: -4.73 1.22 -4.73  0.3980
H: -3.18 1.91 -5.41  0.2949
H: -3.10 -0.74 -7.76  0.4995
H: -3.77 0.92 -7.67  0.2479
H: -1.39 1.61 -6.74  0.1071
H: -1.36 0.77 -8.37  0.5350
H: 0.42 0.07 -6.69  0.3729
H: -0.61 -1.32 -7.29  0.3179
H: 0.95 -1.82 -5.04  0.3745
H: -0.44 -2.19 -3.89  0.1647
H: -0.42 -2.75 -5.62  0.7085
H: -1.14 1.36 -4.37  1.0251
H: -0.76 0.13 -3.36  0.5040
H: 0.41 0.82 -4.46  0.5647
H: -4.66 -1.76 -6.68  0.3740
H: -5.58 -0.49 -5.80  0.4316
H: -4.76 -1.65 -4.85  0.2800
H: -2.76 -2.26 -3.76  0.2597
C: 0.48 -5.19 -1.62  0.0143
C: 1.07 -6.48 -2.23  2.1275
C: 0.38 -6.72 -3.62  -1.8429
C: 0.84 -5.77 -4.72  0.7258
C: 2.34 -6.05 -4.90  -1.4902
C: 3.13 -5.84 -3.64  1.9924
N: 2.52 -6.51 -2.50  0.1474
O: 3.22 -6.27 -1.25  -0.4313
C: 4.55 -6.43 -3.78  -2.1461
C: 3.26 -4.38 -3.46  -0.0023
C: 0.77 -7.60 -1.27  -2.2868
H: 0.92 -4.97 -0.62  -0.9589
H: -0.59 -5.34 -1.50  0.9878
H: 0.61 -4.23 -2.15  -0.8001
H: 0.32 -7.78 -3.83  0.3072
H: -0.65 -6.51 -3.33  0.5828
H: 0.59 -4.74 -4.35  -0.7153
H: 0.30 -5.95 -5.63  0.5918
H: 2.78 -5.37 -5.66  0.4941
H: 2.44 -7.07 -5.29  0.3047
H: 4.43 -7.49 -3.98  0.5094
H: 5.03 -5.94 -4.57  0.4321
H: 5.02 -6.35 -2.82  0.3441
H: 3.60 -3.80 -4.34  0.5274
H: 2.33 -3.96 -3.04  0.0283
H: 3.94 -4.17 -2.63  -0.8469
H: -0.30 -7.63 -1.12  0.4535
H: 1.11 -7.26 -0.29  0.5426
H: 1.08 -8.62 -1.50  0.3478
H: 3.20 -7.11 -0.77  0.3455
C: 1.84 1.65 -0.33  -2.0015
C: 1.84 0.72 0.89  1.9837
C: 0.40 0.38 1.33  -0.5207
C: -0.27 -0.73 0.65  -0.1596
C: 0.64 -1.99 0.65  0.5521
C: 1.99 -1.67 -0.03  1.7261
N: 2.63 -0.51 0.67  0.4452
O: 3.81 -0.16 -0.02  -0.2566
C: 3.00 -2.85 0.02  -0.3753
C: 1.72 -1.50 -1.59  0.4513
C: 2.42 1.54 2.05  -2.6040
H: 2.89 1.72 -0.62  0.5623
H: 1.47 2.61 -0.09  0.7808
H: 1.20 1.28 -1.15  0.1380
H: 0.47 0.12 2.42  0.0982
H: -0.21 1.27 1.24  -0.2358
H: -0.38 -0.59 -0.42  -0.6647
H: -1.27 -0.85 1.01  0.4515
H: 0.07 -2.73 0.01  -0.5246
H: 0.80 -2.36 1.69  -0.3727
H: 2.42 -3.71 -0.36  -0.5927
H: 3.76 -2.65 -0.77  -0.8601
H: 3.42 -2.98 0.97  0.9375
H: 2.64 -1.23 -2.05  -0.4383
H: 1.41 -2.50 -2.05  -0.6915
H: 1.01 -0.70 -1.86  -0.3097
H: 2.26 1.03 2.98  0.6073
H: 1.91 2.54 2.06  0.2687
H: 3.46 1.68 1.89  0.7214
H: 4.60 -0.32 0.52  0.3011
C: -7.03 2.49 1.74  -1.6504
C: -5.72 2.38 2.54  1.1372
C: -5.13 0.91 2.37  -1.1423
C: -3.76 0.83 2.93  -0.9864
C: -2.85 1.75 2.19  -0.8251
C: -3.32 3.21 2.28  2.3027
N: -4.76 3.26 1.90  0.8969
O: -5.18 4.64 2.00  -0.5533
C: -2.94 3.84 3.69  -1.6898
C: -2.64 4.05 1.21  -2.4202
C: -6.02 2.64 4.06  -1.7899
H: -6.93 2.21 0.67  0.1917
H: -7.46 3.55 1.75  0.3531
H: -7.80 1.72 2.13  0.3860
H: -5.80 0.24 2.89  0.5670
H: -5.20 0.74 1.31  0.1004
H: -3.37 -0.19 2.84  0.3025
H: -3.73 1.11 3.96  0.5953
H: -2.72 1.49 1.14  0.5298
H: -1.86 1.79 2.60  0.0753
H: -1.82 3.79 3.72  0.3223
H: -3.17 4.88 3.72  0.4401
H: -3.39 3.30 4.56  0.1624
H: -2.65 5.08 1.48  0.4901
H: -1.55 3.78 1.13  0.2545
H: -3.27 3.86 0.36  0.5348
H: -6.96 2.13 4.36  0.4411
H: -6.15 3.72 4.22  0.3443
H: -5.24 2.26 4.70  0.3283
H: -4.78 5.08 1.24  0.3381
C: 5.45 -0.95 -2.81  0.4840
C: 5.46 0.21 -3.71  0.0519
N: 5.40 1.11 -4.44  -0.4846
H: 4.41 -1.49 -2.84  -0.3321
H: 5.64 -0.50 -1.87  -0.0146
H: 6.33 -1.61 -3.05  0.4320
C: -1.22 -5.44 1.91  -0.3714
C: 0.17 -5.78 2.03  0.6361
N: 1.29 -5.89 2.27  -0.6054
H: -1.75 -6.27 2.23  0.5535
H: -1.60 -5.08 0.95  -0.1322
H: -1.37 -4.57 2.73  0.0129
C: -4.19 -1.82 -0.56  0.0301
C: -3.26 -2.91 -0.81  0.4279
N: -2.60 -3.84 -1.09  -0.5965
H: -5.08 -2.35 -0.30  0.5109
H: -4.30 -1.13 -1.38  0.0380
H: -3.84 -1.27 0.31  -0.3792
C: -1.76 -2.70 7.67  -0.9033
C: -1.42 -2.92 6.25  0.3572
N: -1.17 -3.03 5.15  -0.3111
H: -2.42 -3.46 8.07  0.3852
H: -2.21 -1.73 7.74  0.2453
H: -0.80 -2.77 8.21  0.2608
C: -5.40 3.59 -1.72  -0.7386
C: -5.39 2.15 -1.67  0.6293
N: -5.42 1.01 -1.56  -0.5067
H: -6.29 3.83 -2.22  0.5079
H: -4.50 4.06 -2.17  0.1031
H: -5.64 3.89 -0.68  0.0478
C: 6.39 -4.04 -0.41  -0.1947
C: 6.17 -2.71 0.21  0.3978
N: 6.13 -1.70 0.78  -0.5625
H: 6.59 -4.68 0.44  0.3824
H: 7.31 -4.04 -1.09  0.3168
H: 5.49 -4.30 -0.97  -0.3271
C: 1.82 -3.41 4.63  -0.4083
C: 1.88 -2.80 5.96  0.1483
N: 1.84 -2.41 7.03  -0.4592
H: 1.62 -2.56 3.91  -0.0263
H: 1.05 -4.10 4.61  0.2172
H: 2.73 -3.96 4.37  0.5187

Calculated total energy   -3834.80826 Ha
Total charge   0
Orbital gap   8.580 eV
M   1230.91 u
Strongest force on any atom   3.828 eV/Å